# 1
Here is 2 unconnected molecules or ions with the total composition C4H16Si3 in a non-equilibrium geometry from OMol25. Energies are from the ωB97M-V functional and the def2-TZVPD basis.

total charge: 0
E_HOMO: -9.267 eV
total energy: -28036.8351 eV

Positions of all 23 atoms, in Å:
Si1 -1.83547 0.37061 1.05841
Si2 -3.20004 1.26422 -0.57476
Si3 0.15837 0.06519 0.08909
C1 1.32131 1.55802 -0.33451
C2 0.59969 -2.68827 0.30308
C3 2.75881 1.16064 -0.66187
C4 1.10944 -1.41288 0.94524
H1 0.82115 1.87570 -1.18828
H2 -0.62791 -0.94843 -1.48818
H3 -0.47248 -2.96906 0.55947
H4 3.34580 0.75390 0.17757
H5 3.21420 2.10087 -0.96727
H6 2.79312 0.53013 -1.44560
H7 0.92362 -1.47600 1.98129
H8 1.06382 -3.56013 0.67376
H9 -4.66772 1.90582 -0.24113
H10 2.10025 -1.25415 0.76029
H11 1.34874 2.30431 0.44578
H12 0.70311 -2.62397 -0.78042
H13 -2.43414 2.35921 -1.23650
H14 -1.64912 1.32038 2.32711
H15 -2.13134 -0.89391 1.41396
H16 -3.46694 0.35908 -1.59124

# 2
Here is 5 unconnected molecules or ions with the total composition C4H17INO4 in a non-equilibrium geometry from OMol25. Energies are from the ωB97M-V functional and the def2-TZVPD basis.

total charge: -1
E_HOMO: -4.235 eV
total energy: -22206.8677 eV

Positions of all 27 atoms, in Å:
I1 0.07477 -3.21000 2.08441
O1 -0.34973 -2.62432 -1.68092
O2 0.52519 3.36891 -0.38322
O3 -3.08085 -2.55105 -0.39220
O4 2.75849 -5.16447 0.25197
N1 -0.73332 0.38986 1.42830
C1 1.23895 0.59607 -0.07077
C2 -0.52635 2.46543 0.02447
C3 0.20222 1.35835 0.80089
C4 -0.02809 4.54766 -0.87062
H1 1.88010 1.30935 -0.57518
H2 0.76867 0.02791 -0.87344
H3 -2.97475 -3.48908 -0.30621
H4 3.30709 -5.16975 1.04082
H5 2.00578 -5.80024 0.43503
H6 -2.28672 -2.14798 0.02098
H7 0.71885 5.23818 -1.26912
H8 -0.57753 5.12397 -0.09367
H9 -0.07330 -2.74371 -0.74172
H10 -0.10476 -0.26215 1.94126
H11 -0.75950 4.36763 -1.67987
H12 -1.20247 3.01080 0.63202
H13 -1.04586 2.11106 -0.83473
H14 0.72826 1.85363 1.63545
H15 1.78390 -0.14892 0.52073
H16 -1.21127 -2.23252 -1.72848
H17 -1.03776 -0.22460 0.68384

# 3
Here is 3 unconnected molecules or ions with the total composition C4H17N2O2 in a non-equilibrium geometry from OMol25. Energies are from the ωB97M-V functional and the def2-TZVPD basis.

total charge: +1
E_HOMO: -13.243 eV
total energy: -11492.5715 eV

Positions of all 25 atoms, in Å:
O1 0.84215 1.97954 -1.56498
O2 -1.36221 -0.38996 -2.64800
N1 -0.69017 0.22544 0.04429
N2 1.25245 0.39882 2.15529
C1 0.52535 -0.84713 1.96481
C2 0.11120 -0.98948 0.49191
C3 1.23920 -1.21806 -0.51547
C4 -1.85555 0.45508 1.01582
H1 1.08710 2.84722 -1.22991
H2 1.03347 -1.77977 2.28876
H3 1.50597 1.58871 -2.12973
H4 -0.27470 1.16349 -0.09122
H5 1.29961 -2.31360 -0.66138
H6 0.90132 -1.00735 -1.51136
H7 2.13657 -0.89136 -0.05363
H8 -2.34960 1.41735 0.89606
H9 1.31257 0.78526 3.09913
H10 -2.08746 -0.12600 -3.22483
H11 -0.79904 -0.87785 -3.26246
H12 -1.74156 0.18721 2.05070
H13 -2.58961 -0.32113 0.77818
H14 -0.64328 -1.77131 0.39262
H15 2.21831 0.33026 1.86631
H16 -0.31324 -0.84092 2.65298
H17 -1.10448 -0.02481 -0.86880

# 4
Here is 3 unconnected molecules or ions with the total composition C4H17N2O2 in a non-equilibrium geometry from OMol25. Energies are from the ωB97M-V functional and the def2-TZVPD basis.

spin multiplicity: 2
total charge: +2
<S²>: 0.755
E_HOMO (alpha / beta): -17.338 / -17.330 eV
total energy: -11479.8250 eV

Positions of all 25 atoms, in Å:
O1 -2.51383 -1.90063 -1.33184
O2 0.06739 -1.58779 -2.44071
N1 1.37155 1.39802 0.01256
N2 -1.63335 0.79639 2.10175
C1 1.74957 0.87400 -1.36065
C2 0.71358 -0.92043 0.76583
C3 -0.27670 1.15698 1.91567
C4 0.27061 0.51787 0.55418
H1 -0.16889 2.24396 1.89759
H2 1.65088 -1.00629 1.31984
H3 2.08745 1.63384 -2.04942
H4 1.13263 2.38720 0.03495
H5 -1.89951 0.24143 2.91179
H6 0.43382 -2.36653 -2.87438
H7 -2.33665 1.41429 1.68875
H8 -0.07765 -1.39292 1.34402
H9 -2.65447 -1.32899 -0.57153
H10 -0.82945 -1.82971 -2.14390
H11 -3.41312 -2.10059 -1.63528
H12 2.45747 0.08747 -1.15252
H13 2.23229 1.31940 0.56096
H14 0.35854 0.82471 2.73688
H15 0.89950 0.45093 -1.90394
H16 -0.48653 0.56036 -0.22223
H17 0.86486 -1.47297 -0.15836

# 5
Here is 3 unconnected molecules or ions with the total composition C4H17N2O2S2 in a non-equilibrium geometry from OMol25. Energies are from the ωB97M-V functional and the def2-TZVPD basis.

total charge: +1
E_HOMO: -11.413 eV
total energy: -33162.7334 eV

Positions of all 27 atoms, in Å:
S1 -0.74955 -1.03997 0.89628
S2 -1.22352 -2.60583 1.87892
O1 1.87948 1.36031 -0.87058
O2 0.40838 1.75283 1.88324
N1 -1.19334 1.27930 -1.61950
N2 2.23493 -0.73072 0.83175
C1 0.30172 -1.60623 -0.45971
C2 -2.17037 1.11942 -0.50880
C3 -2.23231 -0.38549 -0.15066
C4 1.75657 -1.85262 -0.05175
H1 -3.18519 1.46087 -0.72524
H2 -2.23038 -1.04726 -1.00364
H3 1.58662 2.19143 -0.46714
H4 1.58459 -0.42772 1.55850
H5 3.17056 -0.92612 1.17787
H6 2.23531 -1.81141 -1.03276
H7 0.32391 -0.85261 -1.24573
H8 -0.97653 2.27201 -1.65673
H9 -1.68259 1.07008 -2.47779
H10 1.79438 -2.78314 0.50425
H11 -0.55172 1.70609 1.88636
H12 2.26121 0.10860 0.19747
H13 0.94780 1.13384 -1.12243
H14 -3.11864 -0.58687 0.43182
H15 -0.00090 -2.54076 -0.96053
H16 -1.80981 1.68221 0.35340
H17 0.63941 2.05976 2.75311

Record-wise ΔE to the lowest compared entry with this formula, charge and spin values, in kcal/mol: 65.18 9.96 30.43 19.03 0.00